No. 1
A molecular structure, C22H71F6N5O11P at a distorted geometry, computed with wB97M-V/def2-TZVPD.

Structure (XYZ):
```
116
Properties=species:S:1:pos:R:3:mulliken_charge:R:1
P 3.11 -12.62 9.25 3.880
F 2.54 -11.24 9.72 -0.664
F 3.95 -11.90 8.06 -0.050
F 4.34 -12.24 10.31 -0.268
F 3.82 -14.05 8.93 -0.617
F 2.27 -13.25 10.54 -0.531
F 1.85 -12.94 8.23 0.274
C 3.67 -8.58 6.46 -1.797
C 3.81 -9.44 7.72 0.761
O 2.73 -10.34 7.89 -0.524
H 2.85 -7.91 6.70 0.627
H 3.38 -9.09 5.54 0.368
H 4.54 -7.93 6.43 0.331
H 3.73 -8.78 8.59 0.330
H 4.73 -10.02 7.78 -0.239
H 3.05 -10.92 8.59 -0.201
C 1.72 -15.07 9.18 -1.449
C 2.96 -15.79 8.62 0.853
C 3.13 -17.14 9.37 -1.486
O 4.31 -17.82 9.00 -0.535
C 5.47 -17.18 9.44 0.184
N 3.03 -15.99 7.13 -0.410
H 1.28 -15.65 9.99 0.872
H 0.96 -14.92 8.41 0.538
H 1.88 -14.04 9.48 -1.959
H 3.76 -15.12 8.92 0.463
H 2.37 -17.82 8.97 0.622
H 2.79 -17.05 10.40 0.563
H 5.56 -16.50 8.60 0.186
H 6.16 -18.02 9.51 0.386
H 5.41 -16.75 10.45 -0.261
H 3.80 -16.64 7.00 0.386
H 2.16 -16.47 6.94 0.421
C 5.25 -16.21 12.03 -1.630
C 4.48 -15.16 11.15 0.575
C 3.09 -14.75 11.68 0.050
O 2.36 -15.88 11.98 -0.569
C 0.99 -15.53 12.14 -0.968
N 5.27 -13.97 10.99 0.121
H 6.02 -16.78 11.51 0.247
H 4.57 -16.99 12.38 0.370
H 5.58 -15.66 12.92 0.485
H 4.32 -15.59 10.16 -1.755
H 2.54 -14.12 10.98 0.129
H 3.09 -14.25 12.65 0.657
H 0.85 -14.71 12.85 0.363
H 0.36 -16.39 12.36 0.394
H 0.54 -15.09 11.24 0.313
H 5.52 -13.64 11.91 0.469
H 4.80 -13.20 10.55 -1.159
C 3.26 -10.50 11.47 0.966
C 2.77 -9.07 11.34 0.387
C 2.71 -8.69 9.84 -0.364
O 2.51 -7.36 9.69 -0.511
C 1.97 -6.98 8.47 -1.169
N 1.45 -9.08 11.95 -1.029
H 4.23 -10.56 10.99 -0.702
H 2.67 -11.24 10.92 0.094
H 3.28 -10.98 12.45 0.544
H 3.47 -8.36 11.78 0.824
H 1.95 -9.29 9.33 0.637
H 3.63 -9.01 9.33 -0.634
H 2.35 -7.54 7.62 -0.071
H 1.97 -5.91 8.27 0.353
H 0.93 -7.28 8.36 0.378
H 1.04 -8.23 11.59 0.443
H 0.90 -9.82 11.54 0.152
C 5.72 -11.06 7.60 0.090
C 5.12 -10.71 6.29 1.267
C 6.09 -11.24 5.17 -1.196
O 5.39 -10.90 3.90 -0.332
C 6.28 -10.86 2.81 -0.835
N 3.81 -11.45 6.17 -0.559
H 6.12 -12.07 7.66 0.644
H 4.92 -10.90 8.33 -0.824
H 6.54 -10.39 7.87 0.641
H 4.77 -9.69 6.17 -0.072
H 6.18 -12.33 5.22 0.274
H 7.09 -10.80 5.20 0.568
H 5.92 -10.35 1.92 0.268
H 6.51 -11.84 2.40 0.305
H 7.22 -10.35 3.05 0.328
H 3.08 -10.86 6.54 0.906
H 3.57 -11.54 5.19 0.306
C 5.65 -10.97 9.79 -1.828
C 6.11 -10.33 11.11 0.398
C 5.21 -10.81 12.32 -0.160
O 5.53 -10.00 13.40 -0.494
C 5.11 -10.36 14.71 -0.845
N 7.50 -10.69 11.25 -0.712
H 4.73 -10.45 9.51 1.145
H 5.56 -12.05 9.83 0.106
H 6.39 -10.79 9.00 -0.814
H 6.05 -9.24 11.08 0.340
H 5.37 -11.85 12.63 0.501
H 4.16 -10.73 12.05 -0.960
H 4.04 -10.48 14.88 0.283
H 5.55 -9.63 15.39 0.315
H 5.49 -11.31 15.10 0.312
H 7.78 -10.55 12.21 0.364
H 8.13 -10.05 10.78 0.235
O 5.63 -12.84 8.31 0.358
H 5.89 -13.04 9.21 1.334
H 4.68 -12.98 8.30 -0.836
O 0.38 -13.41 9.61 -0.728
H 1.32 -13.27 9.53 -0.105
H 0.04 -12.56 9.89 0.399
O 0.78 -11.31 9.98 -0.926
H 1.69 -11.60 10.06 0.414
H 0.43 -11.33 10.87 0.656
O 4.40 -13.45 6.33 -0.779
H 4.49 -12.51 6.48 0.966
H 4.25 -13.82 7.20 -0.719
O 2.01 -12.26 6.59 -0.920
H 2.85 -12.11 7.03 -0.023
H 1.48 -12.72 7.24 0.501
```

For the HOMO energy, the calculation gives -4.4680 eV. The total energy is -2919.92405 Ha. Its total charge is -1. The gap between HOMO and LUMO comes out at 7.04 eV.



No. 2
4 unconnected molecules or ions with the total composition C34H76BrN2P at a distorted geometry, computed with wB97M-V/def2-TZVPD.

Structure (XYZ):
```
114
Properties=species:S:1:pos:R:3:mulliken_charge:R:1
Br -3.21 16.43 8.75 -0.996
C 6.88 17.92 11.10 -1.376
C 5.41 17.79 11.34 -0.336
C 4.72 18.85 12.12 -0.963
C 3.41 18.40 12.77 -1.236
P 2.58 19.60 13.83 1.051
C 1.96 21.07 12.85 -0.967
C 0.86 20.63 11.81 -0.826
C 0.17 21.91 11.31 -0.304
C -1.23 21.65 10.77 -1.365
C 1.16 18.65 14.36 -1.496
C 0.00 19.27 15.23 -0.686
C -0.82 18.18 15.96 -0.440
C -1.24 18.77 17.34 -1.290
C 3.84 19.97 15.08 -1.387
C 3.35 20.08 16.56 -0.477
C 4.51 20.58 17.51 -0.725
C 4.14 20.34 18.97 -1.200
H 7.20 17.20 10.35 0.383
H 7.45 17.72 12.01 0.338
H 7.03 18.94 10.73 0.347
H 5.39 16.87 11.92 0.281
H 4.80 17.79 10.44 0.343
H 4.53 19.77 11.57 0.386
H 5.34 19.39 12.84 0.555
H 3.45 17.40 13.20 0.590
H 2.70 18.41 11.94 0.493
H 2.77 21.57 12.33 0.625
H 1.85 21.79 13.66 0.622
H 0.11 20.02 12.31 0.271
H 1.19 19.99 10.99 0.379
H 0.71 22.31 10.45 0.333
H -0.01 22.51 12.20 0.341
H -1.10 21.02 9.89 0.369
H -1.79 22.57 10.63 0.374
H -1.71 20.99 11.49 0.338
H 1.54 17.90 15.05 0.736
H 0.75 18.04 13.56 0.605
H -0.68 19.77 14.54 0.283
H 0.33 20.14 15.81 0.439
H -0.26 17.24 16.00 0.449
H -1.73 18.08 15.38 0.296
H -1.74 18.04 17.98 0.368
H -1.99 19.55 17.25 0.354
H -0.46 19.29 17.91 0.314
H 4.25 20.92 14.73 0.522
H 4.67 19.30 14.89 0.708
H 2.98 19.10 16.85 0.427
H 2.56 20.81 16.71 0.275
H 4.72 21.60 17.21 0.406
H 5.42 20.08 17.19 0.445
H 5.08 20.25 19.51 0.369
H 3.63 19.38 19.10 0.348
H 3.64 21.24 19.35 0.307
C -5.44 15.67 -3.11 -1.088
C -4.49 16.24 -2.06 -0.659
C -4.66 15.65 -0.52 -0.889
C -6.13 15.88 -0.08 -0.762
N -6.22 15.95 1.52 0.177
C -5.60 14.67 2.18 -0.590
C -6.78 13.84 2.67 -0.543
C -8.06 14.38 1.93 -0.695
C -7.67 15.87 1.95 -0.605
C -5.59 17.35 1.94 -0.886
H -5.37 14.65 -3.49 0.332
H -5.46 16.27 -4.02 0.346
H -6.43 15.65 -2.66 0.263
H -4.55 17.32 -2.15 0.335
H -3.43 16.11 -2.27 0.408
H -3.88 16.15 0.06 0.457
H -4.39 14.60 -0.62 0.422
H -6.66 14.95 -0.30 0.399
H -6.73 16.66 -0.55 0.539
H -4.92 14.95 2.98 0.380
H -4.82 14.22 1.55 0.333
H -6.93 14.10 3.72 0.339
H -6.74 12.75 2.64 0.374
H -9.01 14.11 2.38 0.418
H -8.27 14.13 0.89 0.320
H -7.78 16.33 2.94 0.450
H -8.28 16.40 1.22 0.290
H -5.90 17.49 2.97 0.399
H -6.13 18.02 1.27 0.394
H -4.54 17.39 1.67 0.341
C -8.38 13.41 16.27 -1.212
C -8.18 13.01 14.78 -0.559
C -9.13 13.88 13.85 -0.425
C -8.51 15.29 13.62 -0.657
N -9.38 15.98 12.55 0.296
C -9.12 17.48 12.35 -0.708
C -10.44 18.09 11.98 -0.393
C -11.59 17.10 12.21 -0.633
C -10.88 16.06 13.04 -0.800
C -9.36 15.25 11.13 -0.725
H -7.99 14.42 16.41 0.307
H -7.72 12.86 16.95 0.391
H -9.36 13.24 16.72 0.318
H -8.43 11.98 14.53 0.341
H -7.11 13.14 14.62 0.305
H -10.15 13.97 14.21 0.346
H -9.19 13.33 12.91 0.274
H -7.47 15.20 13.31 0.343
H -8.66 15.94 14.48 0.371
H -8.44 17.73 11.54 0.393
H -8.67 17.87 13.27 0.298
H -10.28 18.38 10.94 0.302
H -10.56 19.03 12.51 0.331
H -11.93 16.73 11.24 0.276
H -12.44 17.60 12.68 0.368
H -11.39 15.10 13.00 0.421
H -10.91 16.35 14.09 0.469
H -10.35 15.22 10.67 0.311
H -9.13 14.19 11.19 0.319
H -8.63 15.84 10.57 0.327
```

For the HOMO energy, the calculation gives -8.7075 eV. The total energy is -4365.28014 Ha. Its total charge is +2. The gap between HOMO and LUMO comes out at 5.72 eV.



No. 3
A molecular structure, C9H23ClGdO2Si2 at a distorted geometry, computed with wB97M-V/def2-TZVPD.

Structure (XYZ):
```
38
Properties=species:S:1:pos:R:3:mulliken_charge:R:1
C 3.62 3.09 0.37 -0.715
O 3.54 2.58 -1.00 -0.393
C 4.20 1.37 -1.29 -0.291
C 3.60 0.07 -0.77 -0.988
C 2.10 0.05 -0.42 -0.009
C 1.72 -1.43 -0.23 -1.133
C 0.58 -1.78 0.72 -1.224
C -0.74 -0.98 0.66 -0.307
C -1.86 -1.94 1.11 -0.919
C -3.30 -1.52 1.32 -0.556
Si -3.78 0.30 0.76 0.512
Cl -5.01 0.96 2.19 -0.113
O -4.43 0.20 -0.68 -0.041
Si -6.12 0.16 -1.03 0.358
H 2.62 3.11 0.78 0.306
H 4.23 2.41 0.96 0.359
H 4.05 4.08 0.34 0.351
H 4.23 1.35 -2.41 -0.219
H 5.26 1.45 -1.01 0.372
H 4.16 -0.19 0.13 0.399
H 3.77 -0.69 -1.52 0.397
H 1.49 0.53 -1.19 0.316
H 1.97 0.57 0.53 0.276
H 1.60 -1.91 -1.21 0.381
H 2.61 -1.90 0.20 0.488
H 0.37 -2.84 0.63 0.560
H 0.98 -1.63 1.72 0.383
H -0.91 -0.66 -0.37 0.396
H -0.64 -0.14 1.34 0.463
H -1.54 -2.36 2.07 0.349
H -1.87 -2.75 0.38 0.388
H -3.60 -1.57 2.36 0.430
H -3.99 -2.14 0.74 0.427
H -2.62 1.22 0.71 -0.018
H -6.77 1.33 -0.43 -0.042
H -6.60 -1.11 -0.46 -0.039
H -6.23 0.18 -2.49 -0.059
Gd 3.33 2.53 -3.51 2.155
```

For the HOMO energy (alpha / beta), the calculation gives -18.6638 / -18.6382 eV. The total energy is -2310.94286 Ha. Its total charge is +3. The gap between HOMO and LUMO (alpha / beta) comes out at 6.66 / 5.87 eV. The spin multiplicity is 8.



No. 4
2 unconnected molecules or ions with the total composition C10H18N3O, computed with wB97M-V/def2-TZVPD.

Structure (XYZ):
```
32
Properties=species:S:1:pos:R:3:mulliken_charge:R:1
C 3.42 -1.07 3.17 -1.407
C -0.52 -0.69 1.47 0.416
C 0.33 -1.69 1.02 -0.103
C -0.10 0.19 2.44 -0.662
C 1.60 -1.80 1.57 -0.655
C 1.17 0.06 2.98 -0.488
C 2.05 -0.93 2.56 0.451
O -1.79 -0.53 0.94 -0.632
H 0.03 -2.39 0.24 0.395
H -1.99 -1.29 0.38 0.378
H -0.77 0.97 2.79 0.426
H 2.24 -2.60 1.21 0.392
H 1.47 0.76 3.75 0.375
H 3.74 -0.12 3.58 0.371
H 4.15 -1.34 2.39 0.360
H 3.44 -1.85 3.93 0.306
C 0.19 1.06 -1.53 0.170
C 1.68 1.01 -1.83 -1.603
C -1.91 0.95 -2.80 0.753
N -0.58 0.95 -2.76 -0.168
N -2.59 1.04 -1.66 -0.303
N -2.56 0.84 -3.96 -0.375
H -0.09 0.24 -0.86 0.008
H -0.05 2.01 -1.04 0.330
H 1.95 1.78 -2.55 0.450
H 1.95 0.04 -2.24 0.405
H -0.10 0.86 -3.64 0.247
H -2.11 1.08 -0.77 0.162
H -3.60 0.96 -1.65 0.223
H -2.06 0.81 -4.84 0.195
H -3.56 0.89 -4.01 0.201
H 2.25 1.14 -0.91 0.383
```

For the HOMO energy, the calculation gives -11.2167 eV. The total energy is -631.17231 Ha. Its total charge is +1. The gap between HOMO and LUMO comes out at 8.36 eV.



No. 5
A single C2H3ClSi molecule at a distorted geometry, computed with wB97M-V/def2-TZVPD.

Structure (XYZ):
```
7
Properties=species:S:1:pos:R:3:mulliken_charge:R:1
C -0.86 -1.72 0.13 0.238
C -0.24 -0.71 -0.08 -0.698
Si 1.05 0.63 -0.07 0.592
Cl 2.69 -0.56 0.04 -0.256
H -1.22 -2.72 0.14 0.370
H 1.16 1.27 1.18 -0.128
H 1.44 1.59 -1.08 -0.119
```

For the HOMO energy, the calculation gives -10.6843 eV. The total energy is -827.65070 Ha. The gap between HOMO and LUMO comes out at 11.36 eV. As for the SMILES: C#C[SiH2]Cl.